ORCA calculation (ωB97M-V/def2-TZVPD) on a cluster of 3 separate species, C7H17NO2 in total.

The geometry in XYZ format:
```
27
Properties=species:S:1:pos:R:3:forces:R:3
C -1.675146 -2.041713 -2.042133 0.3 0.9 -1.6
C -1.412496 -0.917211 -1.384177 0.6 -0.1 2.4
C -0.684253 0.442233 -1.731695 -3.9 -2.2 -1.4
C 0.565797 0.513942 -0.959285 -0.1 1.2 0.9
C 0.667009 1.667222 -0.190963 3.6 -6.0 -0.9
N 1.689296 1.644133 0.800813 1.2 2.0 0.3
C 1.467148 -0.780198 -0.921194 -0.6 1.8 -0.8
C 0.983600 -1.860239 0.118209 3.8 1.9 2.9
H -2.096229 -2.944659 -1.643684 -0.2 0.0 0.7
H -1.517314 -2.122744 -3.121014 0.1 0.2 0.1
H -1.571246 -0.998183 -0.265195 -0.1 0.3 -1.3
H -1.487979 1.147761 -1.331678 1.3 -0.3 -0.9
H -0.706757 0.416983 -2.868803 0.7 0.6 1.2
H 0.031010 2.420626 -0.443588 -1.4 2.4 0.2
H 2.316911 0.847004 0.644567 -0.6 0.4 0.2
H 2.327614 2.492760 0.878276 -1.5 -1.3 -0.2
H 1.542843 -1.207851 -1.996126 -0.5 0.5 1.8
H 2.489723 -0.347896 -0.762859 -0.6 -1.0 0.3
H 1.897240 -2.117313 0.814721 -1.3 0.2 -1.5
H 0.703442 -2.716698 -0.335754 -0.8 -2.8 -1.7
H 0.244766 -1.706976 0.913124 -0.2 1.1 -0.7
O -2.364537 1.039997 1.684153 -2.8 -2.2 -3.5
H -2.564613 1.029940 2.560143 -1.1 -0.2 4.0
H -1.603102 1.502196 1.635324 3.9 2.3 -0.6
O 0.136289 1.773594 3.612229 0.6 -0.9 7.1
H 0.592765 0.943907 3.569740 0.6 -0.8 0.7
H 0.028222 1.879390 2.766843 -1.0 1.8 -7.7
```
Forces are in eV/Å.

Its LUMO energy is 0.7 eV. As for the multiplicity: 1. Its energy above the lowest of the compared OMol25 structures with the same formula, charge and spin is 435.6 kJ/mol. As for the structure (SMILES): C=CC/C(=C/N)CC.O.O.

Results of the Löwdin charge analysis, in e, for atoms 1 through 8: number 1, C, carries -0.0216; number 2, C, carries -0.1971; number 3, C, carries -0.1846; number 4, C, carries -0.2634; number 5, C, carries -0.1365; number 6, N, carries 0.0243; number 7, C, carries -0.1688; number 8, C, carries -0.1040


ORCA calculation (ωB97M-V/def2-TZVPD) on the molecule C2H8OSSi.

The geometry in XYZ format:
```
13
Properties=species:S:1:pos:R:3:forces:R:3
C -1.401249 -1.296298 0.429444 0.0 -0.1 1.1
C -0.424609 -1.487452 -0.695036 3.5 0.2 0.6
O 0.775562 -0.289976 -0.699573 -1.4 -3.8 0.4
S 0.198907 1.216010 -0.933907 -0.4 0.9 -0.4
Si 1.516624 2.197896 0.488659 -1.4 0.6 -2.1
H -2.333461 -1.721771 -0.007700 0.0 1.1 0.7
H -1.304248 -1.787013 1.485158 0.6 0.5 -2.2
H -1.288383 -0.198612 0.618105 -1.4 -0.6 -0.2
H -0.816734 -1.302282 -1.680265 -0.5 -0.1 -0.1
H 0.134829 -2.493303 -0.669921 -0.5 1.9 -0.1
H 2.637047 1.295688 0.267872 0.5 0.0 0.8
H 1.678732 3.523364 -0.248116 0.2 -0.5 0.8
H 0.626984 2.343749 1.645280 0.7 0.0 0.7
```
Forces are in eV/Å.

Its LUMO energy is 0.8 eV. As for the multiplicity: 1. Its energy above the lowest of the compared OMol25 structures with the same formula, charge and spin is 464.6 kJ/mol. As for the structure (SMILES): CCOS[SiH3].

Results of the Löwdin charge analysis, in e, for atoms 1 through 8: number 1, C, carries -0.1408; number 2, C, carries -0.1847; number 3, O, carries -0.7388; number 4, S, carries 0.4947; number 5, Si, carries 0.4155; number 6, H, carries 0.0831; number 7, H, carries 0.1053; number 8, H, carries 0.0379


ORCA calculation (ωB97M-V/def2-TZVPD) on a cluster of 2 separate species, CO5S2 in total.

The geometry in XYZ format:
```
8
Properties=species:S:1:pos:R:3:forces:R:3
C 0.479159 -0.324999 0.586072 -1.1 0.7 1.5
O -3.434257 -0.789842 -1.073249 0.4 0.6 0.4
O 2.759048 0.392774 -1.159147 -0.1 0.3 0.2
O 0.584551 -0.325883 1.749138 -0.3 0.0 -0.7
O -3.373973 1.220383 0.527374 0.8 -1.1 -1.0
O 3.200426 -0.978238 0.949023 -1.3 0.6 -2.2
S -2.566573 0.274711 -0.402614 -1.6 0.5 0.5
S 2.314945 -0.738648 -0.305826 3.3 -1.7 1.2
```
Forces are in eV/Å.

The total charge is -2. Its LUMO energy (spin up / spin down) is 6.0 / 6.0 eV. As for the multiplicity: 1. Its energy above the lowest of the compared OMol25 structures with the same formula, charge and spin is 277.6 kJ/mol.

In the Löwdin picture, each atom carries the following charge in e: number 1, C, carries -0.3192; number 2, O, carries -0.7458; number 3, O, carries -0.6076; number 4, O, carries -0.0763; number 5, O, carries -0.7508; number 6, O, carries -0.6371; number 7, S, carries 0.5376; number 8, S, carries 0.5992


ORCA calculation (ωB97M-V/def2-TZVPD) on a structure of composition C2H5NO.

The geometry in XYZ format:
```
9
Properties=species:S:1:pos:R:3:forces:R:3
C 0.072531 0.116850 -0.128833 -1.5 3.1 4.7
N -0.338923 1.161013 -0.927141 1.5 -4.0 1.4
C -0.961161 -0.562360 0.771280 -0.7 -1.2 -1.2
O 1.320923 -0.551186 0.158723 -3.8 2.8 -3.8
H 0.102403 2.046720 -0.820127 0.6 1.5 0.1
H 0.641560 -0.787004 -0.700114 3.6 -3.7 -1.2
H -1.936769 -0.569604 0.235393 0.5 0.0 0.6
H -0.563857 -1.641253 0.875444 -0.8 1.7 0.2
H -1.106478 -0.093408 1.774927 0.5 -0.1 -0.8
```
Forces are in eV/Å.

The expectation value of S² is 0.757. The total charge is +1. Its LUMO energy (spin up / spin down) is -7.6 / -9.4 eV. As for the multiplicity: 2. Its energy above the lowest of the compared OMol25 structures with the same formula, charge and spin is 458.4 kJ/mol.

Results of the Löwdin charge analysis, in e, for atoms 1 through 8: number 1, C, carries -0.3138; number 2, N, carries 0.3972; number 3, C, carries 0.0392; number 4, O, carries 0.1642; number 5, H, carries 0.1314; number 6, H, carries 0.1813; number 7, H, carries 0.1149; number 8, H, carries 0.1481


ORCA calculation (ωB97M-V/def2-TZVPD) on the molecule C3H8N4O.

The geometry in XYZ format:
```
16
Properties=species:S:1:pos:R:3:forces:R:3
H -1.088302 -2.122265 0.857520 -1.0 -2.7 0.1
N -0.716123 -1.258067 0.664495 0.8 1.8 0.1
C -1.548015 -0.359985 0.971882 0.4 1.0 0.2
N -2.875944 -0.478820 1.298994 -0.4 -0.4 0.2
O -1.105179 0.957285 1.003788 -0.3 -0.5 0.4
N 0.316185 1.064712 0.975052 -0.6 0.7 -0.5
C 0.764410 0.922675 -0.364092 -0.4 -1.6 0.1
N 1.965125 0.670661 -0.588537 0.8 -0.2 -0.4
C 2.436468 0.226230 -1.917209 1.3 0.0 1.8
H -3.246426 -1.411205 1.486560 0.4 0.6 -0.3
H -3.469823 0.270360 1.632612 0.7 0.1 -0.1
H 0.731785 0.401825 1.639044 -0.2 0.2 -0.6
H -0.065403 0.814939 -1.090325 0.3 0.5 0.2
H 2.907758 -0.795805 -1.751278 -1.1 0.9 -0.4
H 3.342932 0.829270 -2.149233 -0.9 -0.1 -0.3
H 1.650550 0.268190 -2.669273 0.2 -0.2 -0.3
```
Forces are in eV/Å.

Its LUMO energy is 0.7 eV. As for the multiplicity: 1. Its energy above the lowest of the compared OMol25 structures with the same formula, charge and spin is 324.0 kJ/mol. As for the structure (SMILES): [H]/N=C(\N)ON/C=N/C.

Results of the Löwdin charge analysis, in e, for atoms 1 through 8: number 1, H, carries 0.0190; number 2, N, carries 0.1537; number 3, C, carries -0.5461; number 4, N, carries 0.1456; number 5, O, carries -0.0668; number 6, N, carries 0.0068; number 7, C, carries -0.2600; number 8, N, carries -0.0244


ORCA calculation (ωB97M-V/def2-TZVPD) on the molecule C2H3ClN2O.

The geometry in XYZ format:
```
9
Properties=species:S:1:pos:R:3:forces:R:3
C 0.109107 -0.360606 0.254584 -2.8 2.1 -1.2
O 1.284686 0.308531 0.655525 0.3 0.7 0.8
C 2.443310 -0.035181 0.073408 1.3 -3.1 0.7
Cl 3.666356 1.205008 -0.096255 -0.8 -0.6 0.2
N 2.549613 -1.222704 -0.740791 0.4 -0.5 1.0
N 3.010576 -1.585866 0.372719 -1.4 3.7 -1.8
H -0.060602 -0.164229 -0.841462 -0.3 0.3 1.0
H -0.870965 -0.104138 0.894354 2.7 0.0 -1.3
H 0.182241 -1.382427 0.270826 0.6 -2.7 0.6
```
Forces are in eV/Å.

Its LUMO energy is 0.2 eV. As for the multiplicity: 1. Its energy above the lowest of the compared OMol25 structures with the same formula, charge and spin is 345.6 kJ/mol. As for the structure (SMILES): COC1(Cl)N=N1.

Results of the Löwdin charge analysis, in e, for atoms 1 through 8: number 1, C, carries -0.0929; number 2, O, carries -0.1438; number 3, C, carries -0.9091; number 4, Cl, carries 0.6877; number 5, N, carries 0.0107; number 6, N, carries 0.1602; number 7, H, carries 0.1068; number 8, H, carries 0.1473